Record 1
Entry from the Open Molecules 2025 dataset: a structure of composition C16H25K2N4O7S (ωB97M-V/def2-TZVPD).

The geometry in ORCA input format:
```
! wB97M-V def2-TZVPD RIJCOSX def2/J DEFGRID3
* xyz 1 1
K -7.635 13.963 -21.410
K -5.313 10.503 -20.352
S -5.648 12.135 -12.575
O -1.827 10.844 -14.675
O -6.452 11.236 -13.360
O -4.802 13.102 -13.579
O -6.068 13.053 -19.155
O -1.863 8.934 -15.636
O -6.646 13.289 -12.008
O -4.805 11.600 -11.549
N -10.579 13.152 -20.079
N -1.576 14.649 -17.594
N -2.263 10.054 -15.467
N -5.585 17.705 -19.766
C -5.367 19.207 -18.168
C -1.330 16.428 -18.891
C -10.036 11.927 -21.860
C -9.528 12.344 -19.698
C -5.640 14.202 -13.903
C -9.205 11.542 -20.773
C -10.866 12.927 -21.397
C -2.745 15.370 -17.469
C -5.216 19.006 -19.518
C -2.583 16.516 -18.249
C -5.999 17.099 -18.612
C -5.847 18.014 -17.591
C -6.292 14.562 -12.591
C -6.167 12.782 -17.787
C -0.757 15.255 -18.483
C -3.434 10.488 -16.280
H -5.987 17.856 -16.536
H -6.380 13.899 -14.646
H -4.934 19.618 -20.357
H -5.567 14.988 -11.890
H -5.108 15.085 -14.254
H -3.513 14.994 -16.816
H -5.157 20.107 -17.613
H -7.153 15.223 -12.623
H -5.918 13.678 -17.198
H -3.386 17.236 -18.272
H -8.464 10.768 -20.659
H -6.177 16.036 -18.563
H -5.473 11.969 -17.504
H -11.661 13.429 -21.921
H -1.326 13.790 -17.140
H -7.181 12.464 -17.488
H -3.578 11.545 -16.093
H 0.198 14.817 -18.731
H -9.310 12.309 -18.643
H -3.121 10.356 -17.316
H -5.573 17.322 -20.690
H -11.103 13.810 -19.528
H -10.070 11.325 -22.754
H -0.852 17.112 -19.571
H -4.303 9.889 -16.035
*
```

## Properties
LUMO level   -3.8 eV
Strongest force on any atom   0.036 hartree/bohr
Highest occupied orbital energy   -9.8 eV

Record 2
Entry from the Open Molecules 2025 dataset: a cluster of 5 separate species, H10O5 in total (ωB97M-V/def2-TZVPD).

The geometry in ORCA input format:
```
! wB97M-V def2-TZVPD RIJCOSX def2/J DEFGRID3
* xyz 0 1
O -11.021 7.572 10.163
O -13.560 8.643 9.391
O -15.417 6.509 9.883
O -13.741 7.754 12.294
O -16.472 9.577 7.929
H -15.850 7.263 10.304
H -13.405 8.588 11.940
H -10.521 7.510 9.344
H -16.666 9.400 7.001
H -17.298 9.916 8.294
H -12.951 7.218 12.433
H -14.070 7.809 9.509
H -15.218 5.913 10.615
H -11.886 7.938 9.900
H -14.222 9.307 9.164
*
```

## Properties
LUMO level   0.4 eV
Strongest force on any atom   0.011 hartree/bohr
ΔE to the lowest compared entry with this formula, charge and spin   0.750 eV
Highest occupied orbital energy   -10.8 eV
SMILES   O.O.O.O.O

Record 3
Entry from the Open Molecules 2025 dataset: a cluster of 2 separate species, C6H15INOP in total (ωB97M-V/def2-TZVPD).

The geometry in ORCA input format:
```
! wB97M-V def2-TZVPD RIJCOSX def2/J DEFGRID3
* xyz 0 1
I -4.249 1.842 0.536
P -3.159 -0.475 0.547
O -2.932 -0.790 1.934
N 0.785 -0.267 0.522
C 1.229 -0.672 -0.770
C -0.329 1.775 -0.462
C -0.284 0.636 0.510
C -0.548 1.267 1.859
C 0.213 -1.787 -1.371
C 2.751 -1.128 -0.792
H -0.354 -1.402 -2.324
H 0.046 1.424 -1.435
H 0.577 -1.011 1.171
H -1.286 0.054 0.321
H -1.406 1.852 1.929
H -1.360 2.095 -0.571
H 1.136 0.162 -1.428
H 2.710 -2.125 -0.266
H 2.884 -1.178 -1.868
H 0.378 1.792 2.139
H -0.697 -1.905 -0.721
H -0.718 0.460 2.633
H 3.526 -0.484 -0.360
H 0.426 2.592 -0.143
H 0.659 -2.728 -1.589
*
```

## Properties
LUMO level   -0.9 eV
Strongest force on any atom   0.073 hartree/bohr
ΔE to the lowest compared entry with this formula, charge and spin   0.205 eV
Highest occupied orbital energy   -8.8 eV
SMILES   CC(C)NC(C)C.O=PI

Record 4
Entry from the Open Molecules 2025 dataset: an isolated molecule of CH2N2O2 (ωB97M-V/def2-TZVPD).

The geometry in ORCA input format:
```
! wB97M-V def2-TZVPD RIJCOSX def2/J DEFGRID3
* xyz 0 1
O 2.179 -0.510 -0.161
O -1.482 -0.616 -0.133
N 0.222 0.854 0.090
N -0.511 -0.101 0.756
C 1.309 0.261 -0.240
H -0.187 1.673 -0.364
H -1.531 -1.561 0.053
*
```

## Properties
LUMO level (spin up / spin down)   0.0 / -0.2 eV
Strongest force on any atom   0.029 hartree/bohr
ΔE to the lowest compared entry with this formula, charge and spin   5.913 eV
Highest occupied orbital energy (spin up / spin down)   -8.1 / -7.7 eV

Which of these has the lowest strongest force on any atom?
H10O5